1.
10
Properties=species:S:1:pos:R:3:nbo_charge:R:1 method="wB97M-V/def2-TZVPD" total_energy_ha=-3089.3724 de_lowest_kcal_mol=73.20 lumo_energy_ha=0.00588 e_homo_ev=-8.581 smiles="S/C=C/CBr" spin_multiplicity=1
C 0.5422 -0.4894 0.5377 -0.24
C -0.5332 0.2292 -0.2500 -0.35
C 2.1663 -0.7499 0.8949 -0.39
S -2.1978 -0.2346 -0.5392 0.07
Br 3.2407 0.1161 -0.7124 -0.14
H 3.0192 -0.3102 1.5769 0.28
H 0.1390 -1.4233 0.9269 0.18
H -0.1861 1.0257 -0.9037 0.22
H 2.3018 -1.8220 0.6936 0.22
H -2.2201 0.5498 -1.7041 0.15

---

2.
10
Properties=species:S:1:pos:R:3:nbo_charge:R:1 method="wB97M-V/def2-TZVPD" total_energy_ha=-3089.4307 de_lowest_kcal_mol=36.58 lumo_energy_ha=-0.01409 e_homo_ev=-8.615 smiles=C[C@]1(Br)CS1 spin_multiplicity=1
C -0.4772 -1.2168 1.0260 -0.60
C -0.7909 -0.1719 0.0512 0.09
C -0.0391 0.6844 -0.8746 -0.72
S -0.5749 -2.3501 -0.3767 -0.06
Br -2.7147 0.1860 0.0039 0.05
H 0.5861 -1.0590 1.4462 0.22
H -1.1634 -1.3188 1.8636 0.24
H 0.8729 0.9709 -0.4152 0.24
H -0.6168 1.6166 -1.2921 0.26
H 0.3095 0.0674 -1.8283 0.28

---

3.
9
Properties=species:S:1:pos:R:3:nbo_charge:R:1 method="wB97M-V/def2-TZVPD" total_energy_ha=-577.3160 de_lowest_kcal_mol=98.61 lumo_energy_ha="-0.01666 / -0.01662" e_homo_ev="-9.375 / -9.370" spin_multiplicity=1
C -0.3076 0.8529 0.1531 -0.47
C -0.4206 -0.6320 0.5045 -0.46
C 0.7060 -0.1290 -0.3867 -0.09
Cl 2.3433 -0.0237 0.0374 0.05
H -1.2209 1.2365 -0.3408 0.24
H 0.0797 1.4257 0.9697 0.22
H -0.4111 -0.9240 1.5226 0.23
H -1.1428 -1.1258 -0.1960 0.23
H 0.3739 -0.6807 -2.2638 0.06

---

4.
9
Properties=species:S:1:pos:R:3:nbo_charge:R:1 method="wB97M-V/def2-TZVPD" total_energy_ha=-577.4135 de_lowest_kcal_mol=37.47 lumo_energy_ha=0.03412 e_homo_ev=-9.911 smiles=C#CC.Cl spin_multiplicity=1
C -0.9199 -0.5843 -0.1031 0.01
C -0.6682 -1.6000 -0.7231 -0.25
C -1.1863 0.7245 0.5272 -0.71
Cl 3.3356 0.2072 0.1152 -0.25
H 3.7273 0.5336 -1.0161 0.25
H -0.5080 -2.5441 -0.9922 0.21
H -0.3382 1.4832 0.3758 0.25
H -2.2254 1.0513 0.1633 0.24
H -1.2170 0.7286 1.6529 0.24

---

5.
13
Properties=species:S:1:pos:R:3:nbo_charge:R:1 method="wB97M-V/def2-TZVPD" total_energy_ha=-1247.0157 de_lowest_kcal_mol=9.80 lumo_energy_ha=0.02693 e_homo_ev=-9.182 smiles="C=NNCC(F)(Cl)Cl" spin_multiplicity=1
C -0.6043 -0.6583 -1.1593 0.31
C -0.1631 -0.9822 0.2242 -0.33
C 0.3079 1.8810 1.0577 -0.13
H 0.0258 -2.0841 0.3191 0.25
H -0.9782 -0.7461 0.9529 0.23
H 1.7853 -0.6957 0.1474 0.36
H -0.6309 1.5016 1.4189 0.14
H 0.3969 2.9623 0.9830 0.19
N 1.0396 -0.2601 0.6456 -0.44
N 1.1603 1.0983 0.5495 -0.23
F -0.9665 0.6166 -1.2676 -0.32
Cl 0.6542 -0.9654 -2.3569 -0.01
Cl -2.0270 -1.6678 -1.5146 -0.02

---

6.
14
Properties=species:S:1:pos:R:3:nbo_charge:R:1 method="wB97M-V/def2-TZVPD" total_energy_ha=-1276.3848 total_charge=+2 de_lowest_kcal_mol=7.37 lumo_energy_ha=-0.35291 e_homo_ev=-19.462 spin_multiplicity=1
C -1.3532 0.6972 -0.3700 0.43
C 0.7572 -0.4036 -0.8659 0.42
C -0.4130 0.1066 1.8509 -0.04
N 1.7472 -0.5670 -1.5531 0.03
N -1.3857 0.6389 0.9379 -0.54
N -0.3989 0.2599 -1.1762 -0.55
O 2.8520 -1.2120 -1.3766 -0.40
Cl 0.5290 -1.2589 0.9458 0.35
Cl -1.1824 -0.5926 3.2777 0.20
H -2.2071 1.1655 -0.8611 0.29
H 0.3636 0.8379 2.1257 0.28
H -2.2209 1.0020 1.4096 0.49
H -0.5259 0.4149 -2.1826 0.50
H 3.4380 -1.0888 -2.1621 0.55

---

7.
12
Properties=species:S:1:pos:R:3:nbo_charge:R:1 method="wB97M-V/def2-TZVPD" total_energy_ha=-1490.5104 de_lowest_kcal_mol=79.64 lumo_energy_ha=-0.00758 e_homo_ev=-8.929 spin_multiplicity=1
C 2.1535 1.6168 0.6407 -0.43
C 0.6657 -0.1201 -0.1647 0.09
C -0.7748 -0.4411 -0.2957 -0.37
H 3.0026 1.2234 -0.2154 0.23
H 1.7609 2.8491 0.4680 0.21
H 2.7161 1.2232 1.7458 0.23
H 0.0660 1.9700 0.0586 0.43
H -1.1525 -1.2245 -0.9365 0.27
N 0.9030 1.1566 0.3194 -0.63
S 1.8483 -1.2517 -0.6243 -0.09
Cl -1.8881 0.7155 -0.9105 -0.01
Cl -1.3209 -0.7417 1.2371 0.07

---

8.
12
Properties=species:S:1:pos:R:3:nbo_charge:R:1 method="wB97M-V/def2-TZVPD" total_energy_ha=-1454.2247 de_lowest_kcal_mol=66.92 lumo_energy_ha=0.01435 e_homo_ev=-9.394 smiles="O=[PH2][C@@H](Cl)/C=C/Cl" spin_multiplicity=1
C -0.8557 -1.2531 0.0880 -0.36
C 0.4645 -0.7169 -0.2974 -0.50
C -1.9029 -0.5450 -0.3165 -0.12
O -0.8683 1.4697 0.4685 -1.08
P 0.5246 1.0353 0.4675 1.45
Cl 1.8459 -1.7378 0.3614 -0.06
Cl -3.5302 -0.7861 0.2101 0.00
H -1.0917 -2.1024 0.7262 0.26
H 0.7187 -0.5567 -1.4483 0.26
H -2.0047 0.3445 -1.0253 0.25
H 1.5312 1.9455 -0.2818 -0.04
H 1.1507 0.7697 1.8231 -0.05

---

9.
14
Properties=species:S:1:pos:R:3:nbo_charge:R:1 method="wB97M-V/def2-TZVPD" total_energy_ha=-1661.7535 total_charge=+1 de_lowest_kcal_mol=34.79 lumo_energy_ha=-0.22884 e_homo_ev=-14.842 smiles="Cl[N@H+]1CC=NC(Cl)(Cl)N1" spin_multiplicity=1
C -0.3645 -1.4355 0.4153 0.13
C -0.8264 -0.2036 1.0915 -0.30
C 0.6953 -0.3231 -1.4742 0.14
N 0.3376 -1.4856 -0.6405 -0.40
N -0.0538 0.9246 -0.8555 -0.48
N -0.0313 0.9318 0.6203 -0.21
Cl 0.1422 -0.4764 -3.1180 0.15
Cl 2.3829 -0.1272 -1.2450 0.08
Cl -0.6243 2.5465 1.3104 0.26
H -0.6713 -2.4153 0.8555 0.25
H -1.8065 -0.0638 1.1792 0.26
H -0.4159 -0.4614 2.0929 0.25
H 0.2610 1.7791 -1.2616 0.41
H 0.9749 0.8099 1.0298 0.46

---

10.
11
Properties=species:S:1:pos:R:3:nbo_charge:R:1 method="wB97M-V/def2-TZVPD" total_energy_ha=-777.1680 de_lowest_kcal_mol=38.15 lumo_energy_ha=0.02920 e_homo_ev=-9.971 smiles="C=CF.FCCl" spin_multiplicity=1
C 1.3237 0.5752 -0.3332 -0.51
C 2.0680 -0.4913 -0.6153 0.25
C -2.1353 -0.0402 0.6500 0.05
F 3.3867 -0.4643 -0.9491 -0.35
F -2.1176 -1.3602 0.3584 -0.33
Cl -1.8459 0.9168 -0.8773 -0.07
H 1.6359 1.5614 -0.0908 0.22
H 0.3148 0.4110 -0.0849 0.20
H -3.0962 0.2952 1.2055 0.19
H 1.7597 -1.5767 -0.5975 0.17
H -1.2938 0.1731 1.3342 0.17

---

11.
13
Properties=species:S:1:pos:R:3:nbo_charge:R:1 method="wB97M-V/def2-TZVPD" total_energy_ha=-841.5242 de_lowest_kcal_mol=26.67 lumo_energy_ha=-0.00064 e_homo_ev=-9.396 spin_multiplicity=1
C 0.0036 -0.9365 -0.8259 0.36
C -0.1782 0.1852 0.2551 0.29
C -0.9194 0.1969 1.3440 -0.22
H 1.7311 -2.3961 -2.8364 0.37
H -0.0552 -1.8957 -2.8597 0.39
H 1.2376 0.2596 -1.9606 0.39
H -1.3919 -2.0572 -0.2194 0.34
H -1.4256 -0.6738 1.8988 0.26
N 0.9797 -1.5394 -2.9293 -0.67
N 1.0337 -0.6712 -1.7863 -0.44
N -0.7441 -2.0783 -0.9576 -0.72
F 0.7553 1.1770 0.1413 -0.32
Cl -0.5421 1.7364 2.3399 -0.04

---

12.
14
Properties=species:S:1:pos:R:3:nbo_charge:R:1 method="wB97M-V/def2-TZVPD" total_energy_ha=-957.5793 de_lowest_kcal_mol=89.42 lumo_energy_ha=-0.07242 e_homo_ev=-9.270 smiles="C[C@H](O)/C(F)=[N+](/[O-])OCl" spin_multiplicity=1
C -1.3045 -0.7749 -0.7855 -0.63
C -0.4842 -0.8435 0.5599 0.09
C 1.0549 -0.4907 0.2388 0.46
N 1.5377 0.6688 -0.1305 0.32
O 2.6161 0.9622 -0.5284 -0.38
O 0.6123 1.8643 0.0216 -0.49
O -0.9022 0.0520 1.5706 -0.71
F 1.8785 -1.5291 0.3946 -0.28
Cl 0.7230 3.5799 -0.5058 0.27
H -1.3766 0.2052 -1.1345 0.22
H -2.1224 -1.3487 -0.4354 0.23
H -0.6432 -1.3191 -1.4171 0.21
H -0.4151 -1.9216 0.9060 0.21
H -1.1744 0.8950 1.2458 0.49

---

Repeat the second record exactly.
10
Properties=species:S:1:pos:R:3:nbo_charge:R:1 method="wB97M-V/def2-TZVPD" total_energy_ha=-3089.4307 de_lowest_kcal_mol=36.58 lumo_energy_ha=-0.01409 e_homo_ev=-8.615 smiles=C[C@]1(Br)CS1 spin_multiplicity=1
C -0.4772 -1.2168 1.0260 -0.60
C -0.7909 -0.1719 0.0512 0.09
C -0.0391 0.6844 -0.8746 -0.72
S -0.5749 -2.3501 -0.3767 -0.06
Br -2.7147 0.1860 0.0039 0.05
H 0.5861 -1.0590 1.4462 0.22
H -1.1634 -1.3188 1.8636 0.24
H 0.8729 0.9709 -0.4152 0.24
H -0.6168 1.6166 -1.2921 0.26
H 0.3095 0.0674 -1.8283 0.28